Entry from the OMol25 dataset: a cluster of 11 separate species, C6H36N2O10 in total (the ωB97M-V functional and the def2-TZVPD basis).

Cartesian coordinates (Å):
N -3.6734 -0.1907 0.0877
C -2.6306 0.6357 -0.5608
C -1.1979 0.2050 -0.3601
N -0.6365 0.5144 0.9592
C 2.3003 -0.4698 3.2341
C 1.0125 0.0761 2.6234
C 0.6916 -0.1313 1.1357
C 0.7792 -1.6199 0.7979
H -3.5202 -0.1794 1.0943
H -3.4598 -1.1641 -0.1423
H -2.8020 1.6216 -0.1215
H -2.8260 0.5949 -1.6338
H -0.5214 0.7359 -1.0433
H -1.1984 -0.8461 -0.6686
H -1.2441 0.1660 1.6966
H 2.1005 -0.9364 4.2040
H 2.9487 -1.0741 2.6108
H 2.8460 0.3936 3.6317
H 0.1277 -0.3525 3.1152
H 0.9087 1.1429 2.8246
H 1.3178 0.4808 0.4834
H 1.3596 -1.9315 -0.0709
H 1.2861 -2.1254 1.6246
H -0.1886 -2.1250 0.7116
H 1.7811 0.5932 -4.6762
H 0.9403 1.8810 -4.4430
O 0.9009 0.9656 -4.7454
H -0.4348 3.7474 2.0255
H -0.4126 2.7518 0.8647
O -0.2050 3.6659 1.0958
H -2.1240 -3.1737 -1.1103
H -3.4393 -3.7668 -0.3984
O -2.6253 -3.2763 -0.2716
H 1.8570 -1.3121 -3.6186
H 0.3644 -1.0589 -3.8869
O 1.0161 -1.7227 -3.8415
H 1.2088 2.4985 -0.4310
H 2.0601 3.7575 -0.7177
O 1.8975 2.8443 -1.0231
H -3.3194 3.4191 1.6883
H -2.2906 2.2344 1.8094
O -2.7688 2.9138 2.2846
H 4.5608 1.7790 -0.6080
H 3.1090 1.9001 -0.2394
O 3.8849 1.2885 -0.1249
H -1.0631 -2.4217 -3.0462
H -0.1870 -2.3713 -1.8660
O -0.8412 -2.9364 -2.2722
H 3.3968 0.0840 -1.2769
H 2.6215 0.7330 -2.3459
O 3.0999 -0.0955 -2.2112
H -2.5632 -2.9705 1.6570
H -1.6987 -2.8156 2.9669
O -2.5055 -2.5560 2.5286

Summary:
**Expectation value of S²**: 0.751
**E_LUMO (alpha / beta)**: 2.46 / 2.41 eV
**Net charge**: -1
**Multiplicity**: 2
**Largest force on an atom**: 0.0430 hartree/bohr
**Orbital gap (alpha / beta)**: 2.3 / 9.5 eV

Atom charges from the natural (NBO) analysis, given in e for atoms 1 to 8: atom 1 (N): -0.84, atom 2 (C): -0.24, atom 3 (C): -0.29, atom 4 (N): -0.66, atom 5 (C): -0.63, atom 6 (C): -0.40, atom 7 (C): -0.06, atom 8 (C): -0.66